Density functional theory data (ωB97M-V/def2-TZVPD) for a molecular structure, C24H46BCl34I2NO4 at a distorted geometry.

As for the charge: 0. Its HOMO energy is -9.00 eV. The calculation puts the lowest unoccupied orbital energy at -0.085 eV. The strongest force on any atom is 1.7 eV Å⁻¹.

Last column: Löwdin charge in e.
Geometry (Å):
H (-1.07352, -2.48237, -8.51521)  0.0182
Cl (-0.97942, -8.40897, -7.54820)  0.5001
Cl (0.07418, 11.35739, 2.42060)  0.5105
Cl (-1.14168, -7.53000, 1.45023)  0.5163
Cl (2.18753, 2.09269, -5.32121)  0.5022
H (-3.91018, -1.71243, 3.01865)  0.0794
Cl (-2.44349, -0.44597, 8.46895)  0.5199
B (-2.09719, -1.99964, 1.80216)  -0.6290
Cl (-3.41840, -5.81118, -6.54681)  0.5145
C (-3.01270, -2.31980, 3.03616)  -0.0717
Cl (-1.28194, -4.33983, -5.19884)  0.5036
H (0.33971, 1.42493, 14.20998)  0.0244
Cl (6.00454, -0.11611, -1.55943)  0.5139
H (7.52301, 1.67836, -1.53187)  0.0251
H (1.89276, 3.17367, -3.24935)  -0.0617
H (-0.40365, -0.98935, -0.33408)  0.0829
C (-2.38093, -4.62540, -0.50851)  -0.5529
C (2.42631, 8.08931, -0.26174)  -1.0263
C (-2.49411, -5.61156, -5.04552)  -1.0012
Cl (3.63963, 7.89736, 1.00771)  0.4974
H (-3.57076, -0.07020, 10.50273)  0.0310
Cl (0.90378, -3.05919, -7.39401)  0.4717
Cl (1.02818, -8.75937, 2.99228)  0.4963
Cl (-2.14479, -8.79180, -10.20972)  0.5012
C (-1.45382, -3.20504, 0.96858)  -0.5381
H (-1.13627, 1.26912, 6.32507)  0.0012
Cl (2.94326, 9.24269, -1.50015)  0.5379
Cl (-3.50412, -4.04686, 5.81112)  0.5625
H (-0.36632, -3.99425, -9.12875)  0.0261
C (-0.16807, 1.04390, 5.89741)  -1.0197
H (-1.86393, -4.79078, 7.33005)  0.0281
C (6.47145, 1.56647, -1.30050)  -0.9953
C (-0.82412, -2.98144, -0.44613)  -0.4386
O (-2.70573, -5.71216, -0.92105)  0.1425
H (-2.93455, 4.91270, 2.80118)  0.0258
H (2.25869, 7.12976, -0.73161)  -0.0255
C (2.22400, 12.56122, -3.04818)  -1.0388
C (1.58057, -2.94267, -1.39440)  -0.3401
H (0.47009, 0.56731, 6.63091)  0.0267
H (-2.46480, -2.05150, 3.93445)  0.0044
C (2.30608, -2.10949, -0.34925)  -0.6316
H (3.47039, 2.33632, -3.35839)  -0.0830
H (-1.20080, 5.50946, -1.00049)  -0.0582
Cl (-1.06010, -2.69815, 6.65047)  0.4691
Cl (-0.24794, -0.65580, 13.29338)  0.5173
H (-1.26350, 4.15945, -2.15622)  0.0278
C (-0.15688, -2.98320, -8.80208)  -1.0216
H (-1.70729, 3.88570, 2.02116)  0.0255
H (1.39867, 0.96113, 12.85732)  0.0253
Cl (-2.68282, -2.22493, 10.78252)  0.5165
H (2.16650, 10.50791, 3.06748)  0.0239
C (-2.63999, -0.54938, 10.22629)  -1.0032
H (4.71562, -3.53403, -4.26250)  0.0261
Cl (5.54942, 2.66918, -2.33563)  0.5655
Cl (1.75299, 0.90880, -2.67241)  0.5019
H (1.26929, -2.34701, -2.23835)  0.0728
O (-1.88826, -3.61167, -1.24745)  0.0765
O (-1.83828, -0.69097, 1.48347)  0.1172
H (-3.24001, -3.36791, 3.12800)  0.0223
H (-1.01471, -7.89285, 3.76245)  0.0206
Cl (-1.19198, 6.17645, 1.86357)  0.5046
H (0.87836, -4.31716, 0.03069)  0.0065
H (1.51247, 8.45646, 0.19057)  -0.0055
H (2.91355, -1.35441, -0.81957)  0.0033
C (-2.44976, -8.73992, -8.46845)  -1.0418
Cl (-0.99562, 6.23707, -3.22298)  0.5261
Cl (2.61596, -4.42110, -4.84501)  0.4963
H (6.27693, 1.82566, -0.26760)  0.0262
O (-2.47821, -4.18730, 0.76837)  -0.0023
I (-0.14157, -4.06891, 2.47657)  1.0684
Cl (-1.92031, 1.42424, -9.83323)  0.4972
H (2.48212, 11.52670, -2.86410)  -0.0449
H (-2.84404, -3.45705, 7.98775)  -0.0176
H (2.29818, -3.65893, -1.77819)  0.0705
C (-0.71239, -8.45627, 2.88784)  -1.0252
C (-2.29186, 4.79357, 1.93834)  -0.9913
H (0.17920, -4.51277, -1.54389)  0.1306
C (2.40946, 2.27921, -3.57664)  -1.0425
H (-1.22688, -9.40817, 2.85309)  0.0228
H (4.19552, -3.04303, -5.89249)  0.0244
Cl (-0.54994, 1.50635, -7.23736)  0.4890
H (-3.17791, -5.35557, -4.24998)  0.0214
Cl (2.79208, 13.52902, -1.68264)  0.4955
H (1.59418, -1.64710, 0.31795)  0.0284
Cl (-0.56229, 2.02780, 12.12890)  0.5207
H (0.98594, 10.48000, 4.40098)  0.0243
C (3.88416, -3.19037, -4.86557)  -0.9942
C (-2.32895, -3.83733, 7.11326)  -0.9963
Cl (2.96457, 13.06602, -4.57211)  0.5012
H (-2.84145, -9.70025, -8.15780)  0.0248
H (-1.80255, -0.05315, 10.69785)  -0.0448
Cl (-3.30471, 4.68416, 0.49129)  0.5395
C (-2.08500, 1.27529, -8.07908)  -1.0314
C (0.37821, 0.99625, 13.21675)  -1.0070
H (-2.78214, 2.02927, -7.73595)  0.0212
Cl (0.94083, 4.75217, -1.59815)  0.5652
Cl (0.58850, 2.55417, 5.37938)  0.5208
N (-0.82141, -1.65203, -0.96598)  0.1438
H (-1.76064, -0.19344, 2.30030)  0.0488
C (-0.77364, 5.09059, -1.89953)  -1.0174
C (0.45531, -3.77469, -0.80471)  -0.1498
H (1.15090, 12.67749, -3.13058)  0.0253
H (-2.45760, 0.28429, -7.85066)  0.0178
Cl (0.81745, 8.58864, 3.02091)  0.4835
H (-1.99220, -6.54511, -4.82494)  0.0218
C (1.14113, 10.29598, 3.34559)  -1.0081
Cl (3.31694, -1.64375, -4.22326)  0.5119
H (-1.76186, -1.37914, -1.19934)  0.1088
Cl (-0.39538, -0.08073, 4.54895)  0.5588
Cl (0.57517, -2.09505, -10.14488)  0.5020
H (-3.16319, -7.95280, -8.26497)  -0.0308
I (3.58478, -3.31284, 0.87805)  0.7638

Cartesian forces (eV/Å) of the 2 atoms listed first:
0.0 0.1 0.0
0.0 0.0 0.1